# 1
Entry from OMol25: a 2-piece molecular cluster, CH2N2OS overall in a non-equilibrium geometry (the ωB97M-V functional and the def2-TZVPD basis).

Structure (ORCA input):
```
! wB97M-V def2-TZVPD RIJCOSX def2/J DEFGRID3
* xyz 0 1
C 0.262 -0.574 -1.271
N 0.740 -0.212 -2.249
N -0.981 1.171 0.975
O 1.002 -1.746 0.787
S -0.276 -1.366 0.175
H -0.079 0.931 1.413
H -0.669 1.796 0.171
*
```

**Calculated total energy**: -16928.070 eV
**Gap between HOMO and LUMO (alpha / beta)**: 0.3430 / 0.3261 Eh
**Relative energy (zero: lowest compared OMol25 entry of this formula, charge and spin)**: 51.8 kcal/mol
**Max |F|**: 1.36 eV/A

---

# 2
Entry from OMol25: C20H19I2LaNO4STi as an isolated structure in a non-equilibrium geometry (the ωB97M-V functional and the def2-TZVPD basis).

Structure (ORCA input):
```
! wB97M-V def2-TZVPD RIJCOSX def2/J DEFGRID3
* xyz 4 2
I 1.207 -4.142 -1.413
I 0.741 3.960 -1.440
Ti 0.132 1.689 -0.282
La -0.138 -1.697 -0.271
S 0.647 0.288 -2.014
C -2.217 -2.102 -1.838
C -2.441 -2.434 0.745
C 0.234 0.117 -4.169
C 1.088 1.164 -4.848
C -1.263 0.337 -4.299
C 0.670 -1.291 -4.530
C -1.552 1.922 0.921
C -1.531 2.139 -1.429
O -3.349 -2.760 1.371
O -3.093 -2.338 -2.537
O -2.407 2.168 1.679
O -2.500 2.316 -2.045
H 0.866 1.173 -5.929
H 2.157 0.944 -4.731
H 0.917 2.171 -4.452
H -1.617 -0.109 -5.246
H -1.511 1.403 -4.301
H -1.821 -0.152 -3.492
H 0.489 -1.476 -5.604
H 0.126 -2.054 -3.956
H 1.743 -1.431 -4.333
C 0.518 3.602 3.649
C 1.115 3.626 2.404
C 1.327 2.409 1.708
C 0.926 1.199 2.367
C 0.640 1.177 3.727
C 0.268 2.384 4.327
N 0.713 0.111 1.528
C 0.550 -1.142 2.176
C 1.488 -2.165 1.894
C 1.399 -3.390 2.595
C 0.417 -3.566 3.569
C -0.576 -2.595 3.753
C -0.570 -1.426 2.984
H 0.279 4.527 4.168
H 1.430 4.567 1.934
H 2.025 2.337 0.822
H 0.581 0.227 4.252
H -0.196 2.381 5.311
H 2.294 -1.972 1.172
H 2.121 -4.187 2.397
H 0.421 -4.459 4.204
H -1.371 -2.755 4.478
H -1.373 -0.696 3.022
*
```

**Calculated total energy**: -81696.306 eV
**Gap between HOMO and LUMO (alpha / beta)**: 0.1577 / 0.1455 Eh
**Max |F|**: 8.07 eV/A

---

# 3
Entry from OMol25: C45H38BrCl2F4N6O3PSSeSr as an isolated structure (the ωB97M-V functional and the def2-TZVPD basis).

Structure (ORCA input):
```
! wB97M-V def2-TZVPD RIJCOSX def2/J DEFGRID3
* xyz 0 1
Sr 0.144 -0.711 -0.241
Cl 3.382 -5.824 -4.305
C 2.781 -4.991 -2.906
C 2.388 -3.669 -3.032
C 1.909 -2.944 -1.941
N 1.635 -1.570 -2.015
C 1.325 -0.970 -3.168
O 1.055 -1.450 -4.276
C 1.361 0.552 -3.064
C 1.745 1.261 -4.198
C 1.950 2.622 -4.102
C 1.741 3.250 -2.881
C 1.299 2.486 -1.821
N 1.098 1.167 -1.903
C 1.819 -3.583 -0.677
C 2.221 -4.914 -0.577
C 2.697 -5.617 -1.672
Cl 3.172 -7.273 -1.458
N 1.195 -2.909 0.385
C 1.491 -3.167 1.656
O 2.436 -3.805 2.136
C 0.431 -2.645 2.628
C 0.387 -3.198 3.902
C -0.663 -2.875 4.741
C -1.644 -2.005 4.287
C -1.500 -1.464 3.022
N -0.481 -1.754 2.214
H 2.462 -3.187 -3.994
H 1.910 0.712 -5.114
H 2.288 3.187 -4.960
H 1.909 4.310 -2.750
H 1.076 2.949 -0.865
H 2.172 -5.409 0.382
H 1.173 -3.885 4.182
H -0.728 -3.309 5.731
H -2.502 -1.748 4.894
H -2.232 -0.765 2.635
F 1.361 4.847 5.872
C 0.735 4.233 4.881
C -0.545 4.612 4.528
F -1.146 5.598 5.180
C -1.182 3.967 3.484
F -2.397 4.404 3.162
C -0.589 2.926 2.781
P -1.463 1.989 1.466
C -3.161 1.909 2.145
C -4.282 2.181 1.369
C -5.556 2.010 1.897
C -5.722 1.572 3.202
C -4.606 1.301 3.982
C -3.334 1.461 3.455
C -1.562 3.195 0.095
C -1.139 4.521 0.169
C -1.165 5.329 -0.960
C -1.622 4.827 -2.170
C -2.046 3.509 -2.253
C -2.005 2.696 -1.131
C 0.710 2.571 3.153
Br 1.692 1.227 2.264
C 1.364 3.216 4.186
F 2.602 2.884 4.540
H -4.169 2.543 0.355
H -6.421 2.233 1.286
H -6.715 1.447 3.612
H -4.725 0.966 5.005
H -2.470 1.244 4.075
H -0.776 4.931 1.101
H -0.828 6.355 -0.891
H -1.634 5.458 -3.050
H -2.382 3.106 -3.201
H -2.299 1.654 -1.204
C -4.921 -1.408 -2.270
C -3.921 -0.651 -3.130
S -2.204 -0.928 -2.667
O -2.161 -0.664 -1.167
C -2.010 -2.720 -2.919
C -2.089 -3.536 -1.637
H -5.924 -1.010 -2.419
H -4.666 -1.303 -1.215
H -4.940 -2.468 -2.522
H -4.041 0.431 -3.043
H -3.980 -0.904 -4.190
H -1.030 -2.811 -3.396
H -2.767 -3.019 -3.646
H -1.308 -3.264 -0.925
H -1.927 -4.584 -1.888
H -3.054 -3.437 -1.143
C 5.178 -2.846 -1.522
N 4.770 -1.738 -0.671
C 4.475 -1.868 0.671
C 4.328 -0.625 1.166
N 4.508 0.258 0.107
C 4.504 1.705 0.183
C 4.780 -0.429 -1.031
Se 5.112 0.299 -2.684
H 6.152 -3.212 -1.198
H 5.247 -2.480 -2.543
H 4.448 -3.648 -1.462
H 4.357 -2.832 1.143
H 4.141 -0.291 2.170
H 4.331 1.997 1.217
H 3.723 2.112 -0.460
H 5.460 2.095 -0.163
*
```

**Calculated total energy**: -254632.204 eV
**Gap between HOMO and LUMO**: 0.2345 Eh
**Relative energy (zero: lowest compared OMol25 entry of this formula, charge and spin)**: 0.0 kcal/mol
**Max |F|**: 0.92 eV/A

---

# 4
Entry from OMol25: a 4-piece molecular cluster, C23H34Cl2O7S3 overall in a non-equilibrium geometry (the ωB97M-V functional and the def2-TZVPD basis).

Structure (ORCA input):
```
! wB97M-V def2-TZVPD RIJCOSX def2/J DEFGRID3
* xyz 0 1
C 3.687 -3.190 -0.212
C 3.665 -1.807 0.586
O 3.418 -1.870 1.828
O 3.944 -0.531 0.018
C 3.105 -0.291 -1.170
C 2.991 1.319 -1.289
C 1.879 1.966 -0.342
C 1.715 3.391 -0.344
C 0.582 4.125 0.547
O 0.779 5.229 1.107
C -0.796 3.288 0.677
C -2.203 3.923 0.754
Cl -2.399 5.751 0.715
C -3.421 2.937 0.830
C -3.242 1.377 0.835
C -1.809 0.719 0.755
C -1.672 -0.874 0.716
C -1.323 -1.552 2.128
C -1.871 -3.091 2.039
Cl -3.329 -3.317 3.127
C -0.622 1.720 0.683
C 0.879 1.124 0.607
O 1.212 0.118 1.271
H 4.401 -3.902 0.350
H 4.033 -3.086 -1.292
H 2.645 -3.681 -0.149
H 2.055 -0.751 -1.000
H 3.517 -0.788 -2.112
H 2.641 1.517 -2.376
H 4.047 1.738 -1.136
H 2.351 4.087 -0.986
H -4.460 3.429 0.856
H -4.193 0.744 0.872
H -0.950 -1.149 -0.135
H -2.718 -1.272 0.415
H -0.209 -1.642 2.357
H -1.794 -0.972 2.997
H -1.023 -3.783 2.397
H -2.065 -3.315 0.935
C 8.007 -4.541 -3.294
S 7.302 -4.735 -1.643
O 5.874 -4.295 -1.711
C 8.244 -3.398 -0.879
H 7.530 -5.261 -3.960
H 7.824 -3.530 -3.662
H 9.080 -4.739 -3.258
H 8.045 -2.458 -1.396
H 9.309 -3.633 -0.921
H 7.935 -3.310 0.164
C -8.386 -6.720 2.615
S -7.455 -5.173 2.569
O -7.272 -4.803 1.133
C -5.897 -5.876 3.151
H -9.396 -6.526 2.250
H -7.907 -7.463 1.975
H -8.437 -7.085 3.642
H -5.573 -6.672 2.478
H -6.029 -6.268 4.161
H -5.146 -5.085 3.166
C -2.023 8.818 -3.670
S -2.733 8.643 -2.019
O -4.159 9.079 -2.095
C -1.793 9.990 -1.268
H -2.498 8.090 -4.329
H -2.208 9.825 -4.050
H -0.950 8.622 -3.629
H -1.992 10.923 -1.798
H -0.728 9.756 -1.305
H -2.105 10.091 -0.228
*
```

**Calculated total energy**: -96275.252 eV
**Gap between HOMO and LUMO**: 0.2809 Eh
**Max |F|**: 5.22 eV/A

---

# 5
Entry from OMol25: C31H31N3P2SSn as an isolated structure (the ωB97M-V functional and the def2-TZVPD basis).

Structure (ORCA input):
```
! wB97M-V def2-TZVPD RIJCOSX def2/J DEFGRID3
* xyz 2 1
Sn -1.484 -0.066 -0.095
C 5.286 -1.483 0.164
C 4.106 -2.205 0.300
C 2.887 -1.561 0.187
C 2.848 -0.184 -0.052
C 4.031 0.539 -0.196
C 5.249 -0.118 -0.080
P 1.232 0.613 -0.021
C 1.491 2.354 -0.414
C 1.916 2.663 -1.709
C 2.069 3.984 -2.094
C 1.789 5.003 -1.190
C 1.360 4.700 0.095
C 1.203 3.376 0.486
C 0.680 0.484 1.693
C 1.498 0.659 2.811
C 0.939 0.532 4.074
C -0.412 0.230 4.231
C -1.236 0.046 3.126
C -0.663 0.170 1.870
H 6.238 -1.989 0.249
H 4.139 -3.269 0.493
H 1.962 -2.119 0.296
H 4.008 1.605 -0.376
H 6.168 0.442 -0.179
H 2.138 1.865 -2.411
H 2.399 4.223 -3.096
H 1.908 6.036 -1.488
H 1.146 5.496 0.796
H 0.885 3.141 1.495
H 2.549 0.894 2.692
H 1.562 0.668 4.948
H -0.827 0.116 5.224
H -2.283 -0.201 3.251
S -5.993 0.400 -1.032
C -4.582 0.106 -0.417
N -3.517 -0.143 0.071
C -2.870 2.907 1.425
C -2.348 3.006 0.037
N -1.734 2.053 -0.656
C -1.410 2.576 -1.900
C -1.828 3.858 -1.949
N -2.412 4.106 -0.725
H -3.347 1.940 1.579
H -3.600 3.690 1.618
H -2.058 3.005 2.147
H -0.905 1.993 -2.651
H -1.774 4.595 -2.730
H -2.831 4.978 -0.440
C -3.470 -2.578 -1.865
P -1.730 -2.262 -1.513
C -0.869 -2.240 -3.101
C -1.103 -3.652 -0.566
C -0.901 -4.881 -1.196
C -0.414 -5.951 -0.464
C -0.127 -5.802 0.887
C -0.339 -4.585 1.520
C -0.827 -3.509 0.795
H -3.544 -3.520 -2.411
H -3.897 -1.768 -2.457
H -4.019 -2.657 -0.928
H -1.129 -3.134 -3.669
H 0.207 -2.220 -2.932
H -1.163 -1.363 -3.677
H -1.125 -5.015 -2.248
H -0.255 -6.903 -0.952
H 0.263 -6.639 1.450
H -0.124 -4.472 2.574
H -1.003 -2.562 1.294
*
```

**Calculated total energy**: -72352.184 eV
**Gap between HOMO and LUMO**: 0.2758 Eh
**Relative energy (zero: lowest compared OMol25 entry of this formula, charge and spin)**: 2.7 kcal/mol
**Max |F|**: 0.86 eV/A